{"formula": "C3H7NOS", "method": "ωB97M-V with the def2-TZVPD basis set", "homo_lumo_gap_ev": 10.041, "homo_energy_ha": -0.3404, "smiles": "COC/C=N/S", "lumo_energy_ev": 0.7781, "elements": ["C", "O", "C", "C", "N", "S", "H", "H", "H", "H", "H", "H", "H"], "positions_angstrom": [[-2.4362, -0.3720, 0.0425], [-1.2219, -0.3350, -0.5799], [-0.2023, 0.5339, -0.0569], [1.1394, -0.1676, -0.2796], [2.1933, 0.4711, -0.3362], [3.7571, -0.3942, -0.0804], [-3.0442, -1.2901, -0.1664], [-2.1997, -0.3482, 1.1013], [-3.0351, 0.4317, -0.1228], [-0.4059, 0.6263, 1.0421], [-0.1969, 1.4800, -0.5250], [1.1263, -1.2866, -0.1382], [4.5261, 0.6507, 0.0998]], "nbo_charge": [-0.22, -0.54, -0.10, 0.10, -0.51, 0.13, 0.19, 0.15, 0.16, 0.18, 0.20, 0.16, 0.12]}

=====

{"formula": "C25H43CeNP2", "method": "ωB97M-V with the def2-TZVPD basis set", "s2": 0.751, "multiplicity": 2, "homo_lumo_gap_ev": [5.373, 5.417], "homo_energy_ha": [-0.3455, -0.3455], "lumo_energy_ev": [-4.0290, -3.9852], "charge": 1, "elements": ["Ce", "C", "C", "C", "C", "C", "C", "H", "H", "H", "C", "H", "H", "H", "C", "H", "H", "H", "C", "H", "H", "H", "C", "H", "H", "H", "C", "C", "C", "C", "C", "C", "C", "C", "H", "H", "H", "H", "H", "H", "H", "H", "H", "H", "H", "H", "P", "P", "C", "C", "H", "H", "H", "H", "C", "H", "H", "H", "C", "H", "H", "H", "C", "H", "H", "H", "C", "H", "H", "H", "N", "C"], "positions_angstrom": [[2.0830, 1.3363, 2.3557], [1.3304, 1.1932, 4.7092], [1.2164, -0.1079, 4.1201], [3.4670, 0.4955, 4.1288], [2.7083, 1.5740, 4.6963], [2.5412, -0.5482, 3.7792], [0.2394, 2.0004, 5.3217], [-0.6788, 1.4059, 5.3618], [0.0515, 2.9101, 4.7398], [0.5176, 2.2956, 6.3468], [3.2229, 2.8899, 5.1594], [2.7799, 3.1299, 6.1356], [2.9552, 3.6974, 4.4575], [4.3142, 2.8426, 5.2552], [4.8735, 0.6177, 3.6690], [5.4116, 1.2842, 4.3565], [4.9541, 1.0437, 2.6425], [5.3435, -0.3726, 3.6640], [2.8737, -1.7143, 2.9370], [3.5824, -2.3732, 3.4568], [3.3506, -1.3915, 1.9935], [1.9665, -2.2827, 2.7124], [-0.0440, -0.8542, 3.8705], [0.0541, -1.8861, 4.2363], [-0.3054, -0.9068, 2.8016], [-0.8777, -0.3794, 4.4004], [-2.6622, 1.7072, 0.8173], [-2.9878, 1.1200, 1.9716], [-3.3404, -0.3108, 2.2322], [-3.1468, -1.3345, 1.0930], [-1.7446, -1.6361, 0.6739], [-0.9712, -1.0191, -0.2429], [-1.0638, 0.4023, -0.6880], [-2.4594, 1.0592, -0.5281], [-4.3884, -0.3950, 2.5745], [-3.7923, -1.0566, 0.2538], [-2.7290, -0.6099, 3.0957], [-3.2576, 0.3382, -0.7358], [-2.4384, 2.7851, 0.8301], [-3.0448, 1.7642, 2.8638], [-2.5317, 1.8490, -1.2936], [-0.3344, 1.0359, -0.1476], [-0.0531, -1.5355, -0.5656], [-0.7387, 0.4440, -1.7501], [-3.5235, -2.2931, 1.4826], [-1.3113, -2.5361, 1.1338], [-1.2029, -0.1800, -3.9713], [1.1213, -1.4856, -5.1246], [-1.4481, -0.6209, -5.7884], [-0.0893, -0.8714, -6.4307], [-1.9709, 0.2244, -6.2604], [-2.0965, -1.5095, -5.8648], [-0.1623, -1.6365, -7.2186], [0.3074, 0.0569, -6.8728], [2.4851, -1.7005, -6.3595], [3.3079, -2.2462, -5.8771], [2.8403, -0.7083, -6.6721], [2.1358, -2.2605, -7.2421], [0.5133, -3.2491, -5.2042], [0.2709, -3.5333, -6.2425], [-0.3717, -3.3876, -4.5653], [1.3251, -3.8940, -4.8337], [-1.5336, 1.6278, -4.1695], [-1.5451, 2.1314, -3.1941], [-2.4961, 1.7707, -4.6803], [-0.7251, 2.0585, -4.7779], [-2.8388, -0.8379, -3.4563], [-2.9312, -1.8641, -3.8293], [-3.6520, -0.2263, -3.8628], [-2.8777, -0.8569, -2.3647], [-0.2283, 4.2315, 2.1605], [0.4508, 3.2892, 2.3241]], "mulliken_spin": [1.02, 0.00, 0.00, 0.00, -0.01, 0.00, 0.00, 0.00, 0.00, 0.00, 0.00, 0.00, 0.00, 0.00, 0.00, 0.00, 0.00, 0.00, 0.00, 0.00, 0.00, 0.00, 0.00, 0.00, 0.00, 0.00, 0.00, 0.00, 0.00, 0.00, 0.00, 0.00, 0.00, 0.00, 0.00, 0.00, 0.00, 0.00, 0.00, 0.00, 0.00, 0.00, 0.00, 0.00, 0.00, 0.00, 0.00, 0.00, 0.00, 0.00, 0.00, 0.00, 0.00, 0.00, 0.00, 0.00, 0.00, 0.00, 0.00, 0.00, 0.00, 0.00, 0.00, 0.00, 0.00, 0.00, 0.00, 0.00, 0.00, 0.00, 0.00, -0.01]}

=====

{"formula": "C20H48F6N3O8Ti", "method": "ωB97M-V with the def2-TZVPD basis set", "s2": 3.752, "multiplicity": 4, "homo_lumo_gap_ev": [4.281, 10.020], "homo_energy_ha": [-0.1378, -0.3493], "lumo_energy_ev": [0.5316, 0.5166], "elements": ["Ti", "O", "H", "H", "H", "C", "O", "O", "C", "F", "F", "F", "C", "C", "H", "H", "H", "H", "H", "H", "C", "O", "O", "C", "F", "F", "F", "C", "C", "H", "H", "H", "H", "H", "H", "C", "C", "C", "O", "C", "N", "H", "H", "H", "H", "H", "H", "H", "H", "H", "H", "H", "C", "C", "C", "O", "C", "N", "H", "H", "H", "H", "H", "H", "H", "H", "H", "H", "H", "C", "C", "C", "O", "C", "N", "H", "H", "H", "H", "H", "H", "H", "H", "H", "H", "H"], "positions_angstrom": [[-7.5440, -6.5592, 12.6807], [-5.0371, -5.4622, 14.2885], [-4.4966, -4.6882, 14.4714], [-6.0253, -5.3936, 14.6045], [-5.0884, -5.6230, 13.2100], [-7.6893, -5.7162, 15.9731], [-6.6749, -6.6347, 16.3393], [-7.5000, -5.2940, 14.7130], [-9.0702, -6.3586, 16.1923], [-9.3514, -6.4672, 17.5078], [-10.0483, -5.6155, 15.6533], [-9.1630, -7.6037, 15.6813], [-6.4534, -6.8812, 17.7255], [-5.1990, -7.7235, 17.8136], [-4.4539, -7.3554, 17.1040], [-4.6624, -7.5361, 18.7514], [-5.4156, -8.7830, 17.7292], [-7.2815, -7.4826, 18.1008], [-6.3162, -5.9483, 18.2771], [-7.7018, -4.8514, 16.6744], [-4.3328, -6.1239, 11.2790], [-3.2897, -6.4596, 12.1605], [-5.4480, -5.8244, 11.9870], [-3.8867, -4.9720, 10.3579], [-3.0033, -4.1609, 10.9738], [-3.2195, -5.4722, 9.2921], [-4.8842, -4.2158, 9.9162], [-2.3143, -7.3681, 11.6601], [-1.4400, -7.7813, 12.8336], [-1.5175, -7.0395, 13.6287], [-1.7259, -8.7210, 13.3178], [-0.3890, -7.9038, 12.5736], [-1.6503, -6.8106, 10.9871], [-2.7443, -8.1989, 11.0985], [-4.5454, -6.9860, 10.6175], [-6.1802, -10.1129, 11.7250], [-7.1512, -10.2160, 12.8896], [-6.8011, -11.2799, 13.9392], [-7.6369, -11.2672, 15.0649], [-8.9699, -11.6372, 14.7825], [-7.3813, -8.8832, 13.5116], [-6.5864, -9.4383, 10.9742], [-6.2045, -11.0803, 11.2042], [-5.1688, -9.9012, 12.0694], [-8.1281, -10.4402, 12.4401], [-5.7837, -11.0897, 14.2864], [-6.8764, -12.2279, 13.3829], [-9.5780, -10.7612, 14.5330], [-9.4169, -12.0352, 15.6972], [-9.0166, -12.4368, 14.0395], [-6.5883, -8.6657, 14.1199], [-8.1489, -8.9867, 14.1700], [-10.9436, -8.0834, 13.0581], [-11.0989, -6.7549, 12.3495], [-12.1886, -5.8764, 12.9256], [-13.4419, -6.4980, 12.8144], [-14.4343, -5.8688, 13.5953], [-9.7934, -6.0138, 12.4518], [-11.7948, -8.7155, 12.7805], [-11.0151, -7.9581, 14.1399], [-10.0199, -8.5961, 12.8017], [-11.2051, -6.9088, 11.2752], [-12.1714, -4.9272, 12.3617], [-11.8972, -5.6231, 13.9543], [-14.3189, -6.1427, 14.6467], [-15.4078, -6.2035, 13.2332], [-14.4584, -4.7807, 13.4586], [-9.7527, -5.3951, 11.6434], [-9.7511, -5.2528, 13.1441], [-9.2552, -4.3400, 8.5525], [-8.3298, -3.9527, 9.7081], [-8.9999, -3.0273, 10.7031], [-9.5547, -1.9460, 9.9993], [-10.3062, -1.0609, 10.7900], [-7.8066, -5.1642, 10.3538], [-8.7074, -4.9191, 7.8108], [-9.5913, -3.4063, 8.1042], [-10.1463, -4.8652, 8.9028], [-7.5218, -3.3675, 9.2483], [-8.2172, -2.6661, 11.3952], [-9.7512, -3.4976, 11.3524], [-9.6587, -0.4286, 11.4038], [-11.0190, -1.6037, 11.4227], [-10.8833, -0.4606, 10.0888], [-7.5418, -5.8140, 9.6228], [-6.9608, -5.0244, 10.8984]], "mulliken_spin": [2.71, 0.01, -0.01, -0.03, -0.03, 0.00, 0.01, 0.02, 0.02, 0.00, 0.00, 0.00, 0.00, 0.00, 0.00, 0.00, 0.00, 0.00, 0.00, 0.00, 0.05, 0.00, 0.00, 0.00, 0.00, 0.00, 0.00, 0.00, 0.00, 0.00, 0.00, 0.00, 0.00, 0.00, 0.03, 0.00, 0.07, 0.01, 0.00, 0.00, -0.12, 0.05, 0.00, 0.00, 0.03, 0.00, 0.00, 0.00, 0.00, 0.00, 0.04, 0.03, 0.03, 0.02, 0.00, 0.00, 0.00, -0.02, 0.00, -0.01, 0.06, 0.01, 0.00, 0.00, 0.00, 0.00, 0.00, -0.05, 0.03, 0.00, 0.01, 0.00, 0.00, 0.00, -0.02, 0.00, 0.00, 0.00, 0.00, 0.00, 0.01, 0.00, 0.00, 0.00, 0.03, -0.05]}

=====

{"formula": "C4H4OS3", "method": "ωB97M-V with the def2-TZVPD basis set", "homo_lumo_gap_ev": 7.424, "homo_energy_ha": -0.2992, "lumo_energy_ev": -0.7186, "elements": ["C", "C", "C", "C", "H", "H", "H", "H", "O", "S", "S", "S"], "positions_angstrom": [[-0.8825, -0.1795, -0.1051], [1.4210, -1.1502, 0.6741], [2.0255, 0.8510, -0.3026], [0.8607, 1.4803, -0.5216], [1.8738, -2.1004, 1.0879], [0.7942, -0.8285, 1.7157], [2.9522, 1.2483, -0.8151], [0.9328, 2.5013, -1.0045], [2.5937, -0.3108, 0.3253], [-2.5550, -0.3040, 0.0706], [0.1312, -1.4541, -0.5067], [-0.5668, 1.4866, 0.3076]], "nbo_charge": [-0.57, -0.31, 0.16, -0.58, 0.24, 0.22, 0.20, 0.25, -0.49, -0.02, 0.42, 0.47]}

=====

Results for ΔE to the lowest compared entry with this formula, charge and spin: 280.7 24.3 0.0 328.5 (in kJ/mol, following the order of the records).
Results for M: 105.16 559.69 620.47 164.28 (in Da, following the order of the records).